Entry 1:
A molecular structure, C4H7N3O at a distorted geometry, computed with ωB97M-V/def2-TZVPD.

Properties
calculated total energy = -395.847133 hartree
HOMO = -8.46 eV
Kohn-Sham gap = 8.23 eV
ΔE to the lowest compared entry with this formula, charge and spin = 8.198 eV
LUMO = -0.008 hartree
strongest force on any atom = 0.0981 hartree/bohr

Geometry as XYZ:
```
15
Properties=species:S:1:pos:R:3:forces:R:3
C 0.182 1.270 -2.308 1.739 0.115 2.529
C -0.108 0.138 -0.184 4.086 0.642 -0.145
C -1.560 -0.020 -0.143 -3.520 -3.113 -1.589
C -0.015 -0.709 2.105 -0.691 1.508 2.215
H -0.871 0.920 -2.337 0.472 0.905 -0.875
H 0.393 2.402 -2.038 -0.912 -2.094 -1.473
H 0.864 0.846 -3.101 -1.201 0.946 0.444
H 0.718 0.097 2.974 -2.645 -2.767 -2.280
H -0.004 -2.052 2.518 -0.266 4.474 -1.320
H -1.237 -0.036 1.751 3.404 -2.764 2.490
H 2.353 -0.241 -0.179 -2.502 -0.394 3.986
N 0.734 0.632 -1.042 -2.353 0.180 -1.360
N -2.596 -0.595 -0.317 3.896 2.917 0.751
N 0.583 -0.442 0.857 -0.815 -1.027 0.180
O 1.969 -0.398 0.888 1.307 0.471 -3.552
```
Positions in Å, forces in eV/Å.

natural (NBO) atomic charge list, values in e, 6 entries: C -0.45; C 0.27; C 0.17; C -0.42; H 0.20; H 0.22

=====

Entry 2:
2 unconnected molecules or ions with the total composition C4H7N3O at a distorted geometry, computed with ωB97M-V/def2-TZVPD.

Properties
calculated total energy = -396.027170 hartree
HOMO = -9.06 eV
Kohn-Sham gap = 9.62 eV
ΔE to the lowest compared entry with this formula, charge and spin = 3.299 eV
LUMO = 0.021 hartree
strongest force on any atom = 0.0936 hartree/bohr

Geometry as XYZ:
```
15
Properties=species:S:1:pos:R:3:forces:R:3
C 0.897 -2.337 0.399 0.024 -0.492 0.921
C 1.276 -1.877 -0.872 -0.260 -1.952 -1.081
C -1.539 1.126 0.047 0.118 -1.556 -0.645
C -0.244 1.526 0.527 4.131 -1.868 -1.622
N 0.522 -1.257 1.090 -0.570 0.290 0.392
N 1.013 -0.567 -0.929 0.825 -0.253 -1.345
N 0.624 -0.259 0.247 -1.379 2.575 1.752
O 0.571 2.346 -0.188 -2.085 0.480 -0.802
H 0.793 -3.308 0.962 0.567 1.074 -1.271
H 1.587 -2.493 -1.762 -0.285 1.067 1.120
H -1.801 0.422 0.793 -0.937 -0.945 0.521
H -1.551 0.610 -0.926 0.283 0.459 0.294
H -2.213 1.908 0.077 -1.576 1.801 -0.038
H -0.052 1.530 1.592 0.069 0.278 -0.023
H 0.117 2.628 -1.056 1.073 -0.958 1.827
```
Positions in Å, forces in eV/Å.

natural (NBO) atomic charge list, values in e, 6 entries: C -0.14; C -0.14; C -0.71; C 0.42; N -0.31; N -0.29

=====

Entry 3:
A single C4H7N3O molecule at a distorted geometry, computed with ωB97M-V/def2-TZVPD.

Properties
calculated total energy = -396.080434 hartree
HOMO = -8.90 eV
Kohn-Sham gap = 9.59 eV
ΔE to the lowest compared entry with this formula, charge and spin = 1.850 eV
LUMO = 0.025 hartree
strongest force on any atom = 0.0657 hartree/bohr

Geometry as XYZ:
```
15
Properties=species:S:1:pos:R:3:forces:R:3
C -0.107 1.839 0.407 -0.416 0.085 -0.780
C -1.449 -0.793 -0.769 -0.705 -1.425 1.456
C 0.573 0.648 -0.207 2.217 -0.477 2.501
N 1.496 -1.639 0.460 -0.025 -0.156 0.257
C 0.465 -0.679 0.708 0.752 1.419 -1.856
N -0.787 -1.117 0.207 -1.312 -0.311 -0.531
N -2.420 -0.575 -1.465 -0.075 0.610 -0.368
O 1.328 0.658 -1.145 -0.745 0.055 -0.254
H -2.784 -1.207 -2.152 0.235 -0.057 -0.365
H 2.320 -1.447 1.012 0.035 0.043 -0.008
H 1.753 -1.635 -0.521 0.009 0.099 0.039
H 0.376 -0.455 1.775 0.072 0.004 -0.175
H 0.598 2.309 1.092 0.115 -0.070 -0.007
H -0.988 1.539 0.967 -0.097 0.023 0.044
H -0.374 2.553 -0.369 -0.060 0.159 0.047
```
Positions in Å, forces in eV/Å.

natural (NBO) atomic charge list, values in e, 6 entries: C -0.73; C 0.65; C 0.58; N -0.82; C 0.01; N -0.50

=====

Entry 4:
2 unconnected molecules or ions with the total composition C4H7N3O2 at a distorted geometry, computed with ωB97M-V/def2-TZVPD.

Properties
calculated total energy = -471.233544 hartree
HOMO (alpha / beta) = -7.94 / -7.94 eV
Kohn-Sham gap (alpha / beta) = 7.84 / 7.84 eV
ΔE to the lowest compared entry with this formula, charge and spin = 4.612 eV
LUMO (alpha / beta) = -0.004 / -0.004 hartree
strongest force on any atom = 0.0370 hartree/bohr

Geometry as XYZ:
```
16
Properties=species:S:1:pos:R:3:forces:R:3
C 1.357 -0.659 -0.578 -0.709 -0.050 1.137
C 1.041 0.725 -0.486 -1.365 0.882 -0.985
C -0.950 -0.662 -0.340 0.811 -0.719 -1.519
N -1.136 -1.598 0.597 0.141 -0.136 0.205
C -0.481 1.987 0.866 0.651 0.084 -0.416
O 1.634 -1.416 0.562 0.112 0.003 -0.516
N 0.120 0.898 0.621 0.637 0.520 1.607
N -1.647 -0.202 -1.242 -0.175 0.303 0.337
O 1.181 1.580 -1.361 0.088 -0.615 0.614
H 1.824 -0.850 1.318 -0.132 0.173 -0.158
H 1.805 -1.047 -1.484 -0.083 -0.117 0.032
H -0.289 -1.837 1.109 -0.134 -0.041 -0.184
H -1.694 -2.381 0.281 0.045 0.045 0.097
H -1.270 0.543 -1.825 0.154 -0.267 -0.103
H -1.148 2.048 1.721 -0.104 -0.125 -0.102
H -0.347 2.870 0.242 0.065 0.060 -0.045
```
Positions in Å, forces in eV/Å.

natural (NBO) atomic charge list, values in e, 6 entries: C 0.00; C 0.51; C 0.62; N -0.85; C 0.00; O -0.71

=====

Entry 5:
A single C4H7N3OS molecule at a distorted geometry, computed with ωB97M-V/def2-TZVPD.

Properties
calculated total energy = -794.229111 hartree
HOMO = -10.14 eV
Kohn-Sham gap = 10.66 eV
ΔE to the lowest compared entry with this formula, charge and spin = 2.752 eV
LUMO = 0.019 hartree
strongest force on any atom = 0.0769 hartree/bohr

Geometry as XYZ:
```
16
Properties=species:S:1:pos:R:3:forces:R:3
C -3.591 0.913 -0.266 -0.017 -0.295 -1.772
C -2.685 -0.672 0.718 -1.389 -3.562 1.009
C 2.006 -0.478 0.273 -0.277 -0.131 0.569
C 0.634 0.026 0.035 -1.423 3.132 -0.522
N -3.792 0.024 0.715 -0.206 0.837 1.576
N -2.523 0.639 -0.977 1.289 0.547 -1.225
N -1.946 -0.422 -0.350 -0.091 1.548 -0.654
O -0.349 -2.454 -0.087 -0.350 2.637 -1.893
S -0.451 -1.148 -0.898 0.479 -1.951 3.160
H -4.278 1.666 -0.678 0.279 -0.391 0.771
H -2.623 -1.642 1.247 0.471 1.008 -0.012
H 2.732 0.380 0.437 -1.015 -1.226 0.737
H 1.711 -1.226 1.073 2.106 0.461 -0.786
H 2.337 -0.865 -0.675 0.485 -1.038 -0.122
H 0.655 0.953 -0.579 -0.197 -0.571 -0.175
H 0.177 0.428 0.975 -0.144 -1.003 -0.662
```
Positions in Å, forces in eV/Å.

natural (NBO) atomic charge list, values in e, 6 entries: C 0.14; C 0.18; C -0.64; C -0.59; N -0.47; N -0.30

=====

Entry 6:
A single C4H7N3S molecule at a distorted geometry, computed with ωB97M-V/def2-TZVPD.

Properties
calculated total energy = -718.946518 hartree
HOMO = -9.02 eV
Kohn-Sham gap = 9.68 eV
ΔE to the lowest compared entry with this formula, charge and spin = 4.247 eV
LUMO = 0.024 hartree
strongest force on any atom = 0.0569 hartree/bohr

Geometry as XYZ:
```
15
Properties=species:S:1:pos:R:3:forces:R:3
C -1.041 -0.803 0.088 -0.380 -0.655 1.615
C 1.660 -0.794 -0.721 0.787 -1.129 2.580
C 1.841 0.367 0.138 0.833 0.154 0.454
C 2.121 1.175 0.982 0.427 1.906 0.227
H -2.605 1.068 -0.817 -1.668 -0.413 -0.880
H -2.069 1.316 0.679 -0.062 -0.070 0.005
H 0.094 0.677 -0.783 -0.235 0.675 0.070
H -2.202 -1.988 1.200 0.558 0.529 -0.398
H 1.581 -0.562 -1.744 -0.749 0.096 -1.285
H 2.607 -1.347 -0.601 -0.428 -0.130 -0.207
H 2.406 2.100 1.540 -0.550 -1.640 -0.627
N -1.824 1.345 -0.306 1.717 1.481 0.477
N -0.834 0.404 -0.544 -1.503 -1.820 0.541
N -2.125 -1.056 0.773 1.238 0.307 -1.351
S 0.391 -1.901 0.118 0.014 0.710 -1.223
```
Positions in Å, forces in eV/Å.

natural (NBO) atomic charge list, values in e, 6 entries: C 0.30; C -0.61; C -0.09; C -0.20; H 0.35; H 0.36